# 1
Computed, not measured: a structure of composition C27H30ClIN8O4RuS2, with wB97M-V/def2-TZVPD.

Each line ends with the Mulliken spin population.
Cartesian coordinates (Å):
Ru (0.58, -0.64, -0.35)  0.056
N (-3.61, 3.75, 3.29)  0.000
C (-2.89, 2.59, 3.25)  0.000
C (-3.44, 1.42, 2.69)  0.002
C (-2.70, 0.26, 2.61)  0.007
C (-1.39, 0.25, 3.07)  0.000
C (-0.82, 1.39, 3.61)  0.000
C (-1.56, 2.55, 3.70)  0.001
S (-0.44, -1.26, 3.06)  -0.002
O (-1.22, -2.34, 2.52)  0.002
O (0.17, -1.42, 4.35)  0.000
N (0.71, -0.86, 1.91)  0.006
C (1.90, -1.45, 1.92)  -0.004
N (2.67, -1.18, 0.82)  -0.003
C (3.91, -1.63, 0.81)  -0.001
C (4.44, -2.37, 1.85)  0.001
C (3.56, -2.66, 2.90)  0.000
N (2.33, -2.22, 2.92)  0.001
H (-4.61, 3.67, 3.22)  0.000
H (-3.28, 4.49, 3.88)  0.000
H (-4.46, 1.44, 2.34)  0.000
H (-3.11, -0.64, 2.21)  -0.005
H (0.19, 1.34, 3.98)  0.000
H (-1.13, 3.44, 4.15)  0.000
H (4.51, -1.37, -0.06)  0.000
H (5.46, -2.72, 1.85)  0.000
H (3.86, -3.28, 3.73)  0.000
Cl (-5.35, -1.37, -4.40)  0.052
C (-4.21, -1.32, -3.11)  0.220
C (-4.48, -2.00, -1.94)  -0.079
C (-3.58, -1.96, -0.88)  0.159
I (-3.91, -3.06, 0.87)  0.052
C (-2.38, -1.22, -0.94)  0.117
O (-1.61, -1.09, 0.05)  0.285
C (-2.07, -0.58, -2.21)  0.084
N (-0.87, 0.01, -2.31)  -0.007
C (-0.56, 0.65, -3.42)  0.017
C (-1.44, 0.74, -4.51)  -0.017
C (-2.65, 0.09, -4.45)  0.049
C (-3.00, -0.60, -3.27)  0.001
H (-5.39, -2.56, -1.84)  0.002
H (0.42, 1.11, -3.46)  -0.003
H (-1.15, 1.29, -5.39)  0.000
H (-3.33, 0.11, -5.28)  0.008
C (0.13, -4.19, -0.26)  -0.003
C (1.29, -3.71, -1.13)  0.000
O (0.83, -2.59, -1.89)  0.000
C (1.63, -2.24, -3.02)  0.000
C (2.67, -1.18, -2.66)  0.001
H (0.44, -5.06, 0.32)  0.000
H (-0.70, -4.48, -0.89)  0.000
H (-0.19, -3.42, 0.44)  0.000
H (1.60, -4.51, -1.82)  0.000
H (2.15, -3.42, -0.51)  0.000
H (0.93, -1.85, -3.76)  0.001
H (2.11, -3.14, -3.42)  0.000
H (2.20, -0.38, -2.06)  0.000
H (3.08, -0.74, -3.57)  0.000
H (3.49, -1.62, -2.10)  0.000
C (3.52, 5.10, 0.80)  0.000
C (3.11, 4.40, -0.49)  0.000
C (1.96, 3.50, -0.29)  0.000
N (1.91, 2.27, -0.64)  0.001
N (0.76, 1.66, -0.40)  0.001
C (-0.15, 2.42, 0.17)  -0.004
N (-1.41, 2.02, 0.37)  -0.002
S (0.44, 4.04, 0.46)  0.000
H (4.41, 5.70, 0.62)  0.000
H (3.75, 4.37, 1.58)  0.000
H (2.73, 5.76, 1.15)  0.000
H (3.93, 3.82, -0.89)  0.000
H (2.83, 5.16, -1.23)  0.000
H (-1.55, 1.01, 0.33)  0.009
H (-1.99, 2.53, 1.02)  -0.001

Values from the calculation:
- spin multiplicity = 2
- HOMO-LUMO gap (alpha / beta) (eV) = 6.894 / 4.719
- <S²> = 0.81
- energy above the lowest of the compared OMol25 structures with the same formula, charge and spin (eV) = 1.589
- charge = +1
- HOMO level (alpha / beta) (eV) = -10.382 / -10.384

# 2
Computed, not measured: a structure of composition C27H30IrN7O2, with wB97M-V/def2-TZVPD.

Each line ends with the Mulliken charge.
Cartesian coordinates (Å):
Ir (0.69, -0.69, -1.60)  2.702
C (-0.90, -2.17, -3.61)  -0.473
C (0.37, -1.69, -4.26)  -0.843
N (0.73, -0.35, -3.70)  -0.538
C (2.12, -0.02, -4.09)  -1.306
C (3.09, -0.79, -3.24)  0.938
C (4.44, -0.88, -3.50)  -1.051
C (5.26, -1.48, -2.56)  -0.476
C (4.71, -1.95, -1.37)  -1.044
C (3.35, -1.83, -1.17)  0.948
C (2.66, -2.16, 0.12)  -1.328
N (1.20, -2.23, -0.09)  -0.530
C (0.87, -3.49, -0.83)  -0.916
C (-0.54, -3.42, -1.35)  -0.535
N (-0.73, -2.16, -2.13)  -0.521
N (2.56, -1.32, -2.12)  0.416
H (-1.25, -3.13, -3.99)  0.405
H (-1.69, -1.44, -3.82)  0.366
H (0.24, -1.65, -5.35)  0.503
H (1.21, -2.36, -4.06)  0.279
H (0.10, 0.37, -4.06)  0.334
H (2.28, 1.05, -3.93)  0.454
H (2.28, -0.22, -5.16)  0.555
H (4.85, -0.46, -4.41)  0.546
H (6.33, -1.55, -2.73)  0.453
H (5.34, -2.38, -0.60)  0.543
H (2.87, -1.37, 0.85)  0.443
H (3.05, -3.10, 0.54)  0.549
H (0.73, -2.19, 0.80)  0.292
H (0.99, -4.36, -0.18)  0.514
H (1.60, -3.58, -1.63)  0.280
H (-1.22, -3.36, -0.50)  0.416
H (-0.82, -4.31, -1.92)  0.378
H (-1.62, -1.82, -1.79)  0.062
C (-4.08, -0.34, 6.25)  -0.870
O (-2.82, -0.14, 5.62)  -0.422
C (-2.63, 0.98, 4.91)  0.864
C (-1.35, 1.15, 4.37)  -0.840
C (-1.05, 2.26, 3.61)  -0.012
C (-2.03, 3.23, 3.38)  -0.259
C (-3.27, 3.09, 3.98)  -0.446
C (-3.60, 1.97, 4.72)  -0.400
N (-1.85, 4.48, 2.68)  -0.306
N (-0.95, 4.68, 1.85)  -0.585
C (-0.31, 3.68, 1.08)  -0.105
C (1.02, 3.87, 0.79)  -0.418
C (1.78, 2.91, 0.10)  -0.706
C (1.19, 1.76, -0.37)  0.285
O (1.88, 0.82, -1.02)  -0.749
C (-0.21, 1.62, -0.21)  0.952
N (-0.80, 0.52, -0.81)  -0.710
C (-2.11, 0.41, -0.78)  0.457
C (-2.95, 1.36, -0.19)  -1.431
C (-2.39, 2.44, 0.43)  -0.270
C (-0.98, 2.58, 0.48)  -0.367
H (-4.03, -1.31, 6.73)  0.232
H (-4.89, -0.35, 5.51)  0.356
H (-4.27, 0.43, 7.00)  0.368
H (-0.60, 0.40, 4.60)  0.482
H (-0.03, 2.38, 3.25)  0.489
H (-3.99, 3.90, 3.85)  0.508
H (-4.57, 1.89, 5.17)  0.449
H (1.49, 4.77, 1.16)  0.466
H (2.83, 3.07, -0.08)  0.537
H (-2.58, -0.44, -1.28)  0.463
H (-4.02, 1.23, -0.25)  0.482
H (-3.02, 3.20, 0.87)  0.694

Values from the calculation:
- spin multiplicity = 1
- HOMO-LUMO gap (eV) = 6.152
- energy above the lowest of the compared OMol25 structures with the same formula, charge and spin (eV) = 0.000
- charge = +2
- HOMO level (eV) = -11.819

# 3
Computed, not measured: a structure of composition C27H30N3O5PdS3, with wB97M-V/def2-TZVPD.

Each line ends with the Mulliken charge.
Cartesian coordinates (Å):
Pd (-0.98, -0.49, -0.02)  0.153
O (1.29, -0.16, 0.06)  -0.274
S (1.92, -1.07, -0.95)  0.685
C (1.74, -0.17, -2.59)  -1.013
C (0.45, 0.65, -2.66)  0.466
C (0.67, 2.16, -2.53)  -1.008
C (1.35, 2.61, -1.24)  -0.331
S (0.23, 2.82, 0.23)  0.058
O (-0.88, 1.83, 0.09)  -0.253
C (-0.57, 4.36, -0.32)  0.694
C (0.02, 5.58, -0.07)  -0.578
C (-0.66, 6.74, -0.40)  -0.612
C (-1.92, 6.67, -0.96)  -0.453
C (-2.51, 5.44, -1.21)  -0.772
C (-1.83, 4.28, -0.88)  -0.224
C (3.69, -0.83, -0.67)  0.284
C (4.62, -1.43, -1.51)  -0.443
C (5.97, -1.28, -1.23)  -0.652
C (6.37, -0.55, -0.12)  -0.450
C (5.43, 0.02, 0.72)  -0.815
C (4.08, -0.12, 0.45)  -0.190
H (1.73, -0.97, -3.33)  0.566
H (2.63, 0.44, -2.74)  0.584
H (-0.27, 0.30, -1.88)  -0.469
H (-0.02, 0.47, -3.63)  0.561
H (-0.30, 2.65, -2.61)  0.348
H (1.27, 2.49, -3.38)  0.441
H (1.82, 3.59, -1.38)  0.701
H (2.12, 1.91, -0.92)  -0.005
H (1.00, 5.63, 0.39)  0.449
H (-0.21, 7.70, -0.20)  0.412
H (-2.46, 7.58, -1.20)  0.411
H (-3.49, 5.39, -1.65)  0.417
H (-2.28, 3.31, -1.04)  0.294
H (4.29, -2.01, -2.35)  0.403
H (6.70, -1.74, -1.87)  0.414
H (7.42, -0.43, 0.09)  0.413
H (5.75, 0.57, 1.59)  0.427
H (3.33, 0.30, 1.10)  0.471
N (-7.33, -0.26, 0.12)  -0.437
C (-5.99, -0.33, 0.06)  1.247
C (-5.17, 0.77, 0.34)  -0.881
C (-3.80, 0.65, 0.25)  -0.350
N (-3.19, -0.48, -0.11)  -0.227
C (-3.96, -1.54, -0.37)  -0.427
C (-5.33, -1.52, -0.29)  -0.834
H (-7.80, 0.59, 0.36)  0.200
H (-7.90, -1.08, -0.06)  0.198
H (-5.61, 1.72, 0.61)  0.365
H (-3.16, 1.49, 0.47)  0.593
H (-3.46, -2.45, -0.67)  0.421
H (-5.91, -2.41, -0.50)  0.367
N (-0.79, -2.87, -0.05)  -0.205
C (-0.18, -3.39, 1.15)  1.147
C (-0.36, -4.72, 1.51)  -0.939
C (0.32, -5.23, 2.61)  -0.824
C (1.17, -4.40, 3.28)  -0.081
C (1.33, -3.07, 3.00)  -1.195
C (0.62, -2.56, 1.92)  0.247
S (2.14, -5.21, 4.65)  1.215
O (2.58, -6.39, 3.96)  -0.648
O (3.14, -4.21, 4.95)  -0.669
O (1.05, -5.36, 5.59)  -0.642
H (-1.64, -3.39, -0.25)  0.265
H (-0.15, -3.00, -0.83)  0.228
H (-1.02, -5.37, 0.94)  0.373
H (0.22, -6.25, 2.92)  0.422
H (1.99, -2.46, 3.59)  0.557
H (0.67, -1.50, 1.67)  0.403

Values from the calculation:
- spin multiplicity = 1
- HOMO-LUMO gap (alpha / beta) (eV) = 3.512 / 3.173
- energy above the lowest of the compared OMol25 structures with the same formula, charge and spin (eV) = 2.780
- charge = +1
- HOMO level (alpha / beta) (eV) = -9.434 / -9.430

# 4
Computed, not measured: a cluster of 2 separate species, C27H30N4O4 in total, with wB97M-V/def2-TZVPD.

Each line ends with the Mulliken charge.
Cartesian coordinates (Å):
C (-2.45, 0.15, -3.34)  -1.156
N (-3.18, -0.06, -2.11)  0.062
C (-4.34, -0.84, -2.21)  0.495
O (-4.76, -1.23, -3.29)  -0.646
N (-4.99, -1.15, -1.01)  0.092
C (-6.15, -2.01, -1.12)  -1.166
C (-4.54, -0.78, 0.27)  0.442
O (-5.17, -1.12, 1.27)  -0.708
C (-3.33, 0.06, 0.34)  0.346
C (-2.89, 0.40, 1.58)  -0.860
C (-1.79, 1.28, 1.89)  0.330
C (-1.60, 2.49, 1.19)  -0.740
C (-0.53, 3.33, 1.43)  0.592
C (0.42, 2.99, 2.43)  0.286
N (1.52, 3.77, 2.63)  0.070
C (1.68, 5.05, 1.96)  -0.555
C (1.09, 5.03, 0.56)  -1.018
C (-0.36, 4.55, 0.59)  -0.760
C (2.47, 3.49, 3.71)  -0.567
C (2.63, 2.00, 3.91)  -0.845
C (1.28, 1.32, 4.14)  -0.983
C (0.25, 1.77, 3.16)  0.746
C (-0.86, 0.98, 2.91)  -1.181
C (-2.58, 0.35, -0.91)  0.864
O (-1.49, 0.93, -0.96)  -0.710
H (-1.61, 0.81, -3.11)  0.363
H (-2.08, -0.80, -3.72)  0.331
H (-3.11, 0.60, -4.08)  0.333
H (-6.55, -2.15, -0.12)  0.372
H (-6.89, -1.54, -1.77)  0.328
H (-5.86, -2.97, -1.55)  0.327
H (-3.39, -0.09, 2.42)  0.525
H (-2.32, 2.78, 0.42)  0.604
H (1.21, 5.87, 2.54)  0.231
H (2.75, 5.26, 1.92)  0.393
H (1.13, 6.03, 0.13)  0.404
H (1.68, 4.35, -0.07)  0.326
H (-0.69, 4.32, -0.44)  0.353
H (-1.02, 5.35, 0.96)  0.171
H (3.42, 3.95, 3.42)  0.393
H (2.14, 3.96, 4.66)  0.239
H (3.11, 1.56, 3.03)  0.296
H (3.28, 1.82, 4.77)  0.379
H (1.40, 0.24, 4.05)  0.384
H (0.93, 1.52, 5.16)  0.316
H (-0.99, 0.05, 3.46)  0.493
C (-4.03, 5.48, 1.92)  -1.214
C (-5.10, 4.41, 1.87)  1.062
C (-5.56, 3.99, 0.60)  -0.663
N (-6.60, 3.09, 0.43)  0.230
C (-7.11, 2.36, 1.48)  -0.197
C (-8.16, 1.48, 1.30)  -0.610
C (-8.72, 1.28, 0.04)  -0.322
C (-8.17, 2.01, -1.03)  -0.566
C (-7.12, 2.89, -0.84)  -0.151
O (-5.55, 3.95, 2.95)  -0.792
H (-3.38, 5.45, 1.05)  0.119
H (-4.49, 6.47, 1.97)  0.462
H (-3.43, 5.35, 2.82)  0.308
H (-5.18, 4.46, -0.30)  0.196
H (-6.67, 2.56, 2.44)  0.623
H (-8.51, 0.96, 2.19)  0.380
H (-9.55, 0.60, -0.11)  0.409
H (-8.56, 1.90, -2.04)  0.393
H (-6.64, 3.48, -1.62)  0.343

Values from the calculation:
- spin multiplicity = 1
- HOMO-LUMO gap (eV) = 6.751
- energy above the lowest of the compared OMol25 structures with the same formula, charge and spin (eV) = 2.266
- charge = 0
- HOMO level (eV) = -7.210